Computed, not measured: the molecule C2H5NOS, with ωB97M-V with the def2-TZVPD basis set.

The calculation puts the energy relative to the best compared isomer or geometry (same formula, charge and spin) at 365.4 kJ/mol. Its spin multiplicity is 1. As for the SMILES: CN(S)C=O. The maximum force comes out at 6.25 eV/A. For the total energy, the calculation gives -16524.5943 eV. As for the molar mass: 91.13 g mol⁻¹.

Cartesian coordinates (Å):
C  0.216  0.797  1.054
N  0.410  0.314  -0.300
S  0.030  1.019  -1.729
C  0.139  -1.106  -0.375
O  0.040  -1.564  -1.512
H  1.076  1.437  1.510
H  -0.922  1.280  0.957
H  -0.061  -0.066  1.714
H  -0.641  -0.462  -2.017
H  -0.287  -1.649  0.698

Force components x, y, z for each atom (eV/Å):
C -3.2 1.8 0.5
N 0.0 -5.6 2.8
S -1.1 0.6 -1.9
C -0.1 1.7 1.9
O -1.0 -1.4 1.0
H -1.9 -1.0 -1.1
H 3.2 -0.1 0.8
H 1.0 0.7 -0.4
H 1.3 2.0 -0.4
H 1.8 1.3 -3.1

***

Computed, not measured: a cluster of 2 separate species, C8H13FN2OS2 in total, with ωB97M-V with the def2-TZVPD basis set.

The calculation puts the energy relative to the best compared isomer or geometry (same formula, charge and spin) at 0.0 kJ/mol. Its spin multiplicity is 1. As for the SMILES: CC(C)(O)c1cc(F)cs1.C=NSN. The maximum force comes out at 1.18 eV/A. For the total energy, the calculation gives -37921.1746 eV. As for the molar mass: 236.34 g mol⁻¹.

Cartesian coordinates (Å):
C  0.115  -1.719  2.715
C  0.277  -0.683  1.597
C  0.243  0.739  2.168
O  1.518  -0.939  0.974
C  -0.842  -0.871  0.603
C  -0.768  -1.424  -0.637
C  -2.038  -1.489  -1.256
F  -2.216  -1.987  -2.490
C  -3.055  -1.000  -0.502
S  -2.468  -0.428  1.007
H  0.120  -2.721  2.289
H  0.943  -1.631  3.414
H  -0.825  -1.558  3.241
H  0.331  1.470  1.364
H  1.074  0.869  2.858
H  -0.690  0.911  2.701
H  1.700  -0.230  0.346
H  0.137  -1.785  -1.091
H  -4.095  -0.936  -0.751
C  3.157  2.052  -2.593
N  1.901  1.976  -2.614
S  0.831  2.019  -1.392
N  -0.562  1.777  -2.318
H  3.672  1.993  -3.540
H  3.769  2.174  -1.702
H  -1.224  2.534  -2.248
H  -1.006  0.886  -2.145

Force components x, y, z for each atom (eV/Å):
C 0.2 0.2 -0.2
C -0.3 0.1 0.4
C 0.1 -0.2 -0.1
O 0.2 -0.1 0.0
C -0.3 0.1 0.0
C 0.1 0.0 0.0
C -0.4 0.2 0.2
F 0.1 0.0 0.1
C 0.0 0.0 -0.1
S 0.3 -0.2 -0.4
H 0.0 0.0 0.0
H 0.1 0.0 0.1
H 0.0 0.0 0.0
H 0.0 0.0 0.0
H 0.0 0.0 0.1
H -0.1 0.1 0.1
H -0.1 0.1 -0.1
H 0.2 0.0 0.0
H -0.2 0.0 -0.1
C 0.1 0.1 0.3
N 0.4 -0.1 -1.1
S -0.7 -0.1 0.2
N 0.1 0.0 0.5
H 0.1 0.0 -0.2
H 0.0 0.0 0.2
H 0.0 0.1 0.0
H 0.0 -0.1 0.1